3 unconnected molecules or ions with the total composition C5H14O3. Source: OMol25; level of theory: wB97M-V/def2-TZVPD.

Highest occupied orbital energy in eV: -10.0
Lowest unoccupied orbital energy in eV: 0.540
SMILES string: CC(C)CC=O.O.O
2S+1: 1
Relative energy (zero: lowest compared OMol25 entry of this formula, charge and spin) in kJ/mol: 223.78

XYZ file:
```
22
Properties=species:S:1:pos:R:3:forces:R:3:mulliken_charge:R:1
O -1.258677 -0.517236 2.438907 -0.6 -0.7 -0.7 -0.500
C -1.088153 -0.835707 1.278024 3.2 4.0 2.6 -0.367
C -0.109762 -0.117796 0.373675 0.0 -1.1 -0.6 -0.234
C -1.081770 0.343623 -0.875141 3.2 -0.6 1.7 0.768
C -2.038096 1.368118 -0.360650 -2.1 2.2 -0.3 -1.532
C -0.245577 0.954113 -1.973740 2.3 2.5 -0.2 -1.572
H -1.451827 -1.650503 0.806421 -2.1 -3.2 -1.2 0.500
H 0.345759 0.771152 0.810268 -0.1 -0.1 0.2 0.356
H 0.780377 -0.957199 0.300034 -2.2 2.0 -0.7 -0.115
H -1.569431 -0.609386 -1.161778 -0.1 0.8 -0.3 0.396
H -2.772675 1.004680 0.362788 0.0 -0.1 -0.2 0.372
H -2.579026 1.824145 -1.224890 -0.2 -1.1 0.2 0.427
H -1.748524 2.394071 0.010036 1.1 -1.5 0.3 0.320
H 0.902177 1.093610 -1.940835 -1.7 -0.8 0.8 0.307
H -0.399729 0.512830 -2.878571 -0.4 -2.0 -2.5 0.451
H -0.501239 1.982265 -2.311376 -0.4 -0.2 1.0 0.356
H 1.097364 -0.994416 2.842373 0.7 0.6 0.4 0.306
H 2.448661 -1.802940 3.063735 -1.6 4.7 0.1 0.348
O 2.028262 -0.753688 3.069577 0.8 -5.3 -0.5 -0.648
H 2.514925 -1.120596 -0.431470 -0.6 0.4 0.6 0.380
H 3.329438 -1.493459 -1.553704 0.2 -0.4 -2.8 0.300
O 3.397515 -1.395687 -0.643682 0.4 0.1 2.1 -0.617
```
Positions in Å, forces in eV/Å.


3 unconnected molecules or ions with the total composition C25H55FINO2S. Source: OMol25; level of theory: wB97M-V/def2-TZVPD.

Highest occupied orbital energy in eV: -9.8
Lowest unoccupied orbital energy in eV: -0.938
2S+1: 1

XYZ file:
```
86
Properties=species:S:1:pos:R:3:forces:R:3:mulliken_charge:R:1
C 1.211657 -2.109944 3.427796 -0.1 -0.5 0.0 -1.294
C 0.113603 -2.951023 2.768126 1.0 0.4 -0.6 0.213
C 0.527352 -3.291214 1.305346 -0.7 -0.3 0.7 -0.856
C -0.612977 -3.095886 0.294313 0.7 -0.3 -0.6 -1.005
C -0.515290 -1.793812 -0.499292 0.0 -0.1 0.6 -0.409
C -0.271195 -0.548368 0.367703 0.3 0.1 -0.6 0.056
C -0.925378 0.691897 -0.300635 -0.7 -1.3 0.8 -0.867
C -2.323889 0.846732 0.347510 0.5 1.1 -0.5 0.222
C -2.326591 1.958848 1.415871 0.1 -0.9 0.5 -0.363
C -3.112088 1.635692 2.695748 -0.4 0.9 -0.5 -0.974
C -4.478665 0.978962 2.467947 0.1 -0.9 1.3 -0.932
C -4.394551 -0.583331 2.552105 0.4 1.0 -1.2 0.091
C -4.947703 -1.254747 1.292434 -0.3 -0.1 0.7 -0.797
N -6.348366 -1.736529 1.567487 0.5 -0.3 -0.4 -0.581
I -7.602174 -1.295916 -0.026900 -0.1 0.0 0.2 0.229
S -6.394463 -3.381391 1.824626 -1.4 0.4 -1.7 1.167
O -7.734865 -3.764343 1.982755 -1.1 0.0 1.1 -0.555
O -5.664676 -4.113054 0.870369 1.6 -0.4 -0.3 -0.519
F -5.672244 -3.446280 3.172253 0.5 0.1 0.7 -0.172
H 2.180155 -2.545128 3.190035 0.2 -0.1 0.0 0.360
H 1.211021 -1.103880 3.019870 0.0 0.2 0.1 0.184
H 1.137296 -2.108688 4.512576 -0.1 0.3 0.1 0.403
H -0.809784 -2.384856 2.715442 -0.3 -0.1 0.4 -0.237
H -0.021630 -3.862971 3.340942 -0.3 -0.1 0.0 0.457
H 1.406699 -2.707986 1.042422 0.0 0.1 -0.2 0.466
H 0.830444 -4.335707 1.297089 0.2 -0.1 -0.1 0.402
H -1.580134 -3.220964 0.778029 -0.1 0.1 0.1 0.151
H -0.527413 -3.899580 -0.436687 -0.3 -0.2 -0.1 0.479
H 0.305827 -1.910985 -1.204804 0.1 0.1 -0.2 0.024
H -1.421766 -1.646845 -1.085272 -0.1 -0.1 -0.1 0.498
H -0.697728 -0.750761 1.348433 -0.1 0.4 0.2 -0.170
H 0.800849 -0.423293 0.515876 0.1 0.1 0.0 0.708
H -1.093980 0.410450 -1.336236 0.4 0.4 -0.4 0.122
H -0.321504 1.586815 -0.203295 0.0 0.2 -0.2 0.203
H -3.050636 1.117062 -0.416274 -0.2 -0.2 -0.1 0.679
H -2.582839 -0.126899 0.743624 -0.3 -0.1 0.1 -0.495
H -2.694487 2.887081 0.986909 0.0 0.1 -0.1 0.358
H -1.291683 2.117298 1.715563 0.1 0.3 0.0 -0.122
H -3.292906 2.587823 3.195601 0.1 0.1 0.1 0.433
H -2.507196 1.059197 3.389726 0.0 -0.3 0.0 0.410
H -5.115377 1.272421 3.299297 -0.2 0.3 -0.1 0.359
H -4.964349 1.307077 1.553841 0.1 0.1 -0.2 0.466
H -4.876129 -0.946343 3.451050 -0.1 -0.2 0.1 0.514
H -3.333932 -0.807174 2.606160 0.1 -0.4 0.2 -0.349
H -4.313343 -2.062701 0.932845 -0.1 -0.3 0.1 0.483
H -5.018926 -0.560570 0.470121 0.1 0.3 -0.1 0.552
C 2.937123 -2.874043 -6.394994 0.0 0.1 -0.1 -1.197
C 3.135710 -1.378183 -6.168200 0.1 -0.1 0.0 -0.434
C 3.224198 -0.994212 -4.692196 0.0 0.1 0.0 -0.883
C 1.969943 -1.294598 -3.870504 0.0 -0.1 0.0 -0.347
C 0.686664 -0.639333 -4.376653 0.0 0.1 0.1 -0.406
C 0.737370 0.885792 -4.356362 -0.1 -0.1 -0.1 -1.027
H 1.997136 -3.226537 -5.967776 0.0 0.0 0.0 0.279
H 2.916805 -3.100148 -7.462032 0.0 0.0 0.0 0.385
H 3.751940 -3.446743 -5.947343 0.0 0.0 0.0 0.292
H 2.331429 -0.822612 -6.658128 0.0 0.0 0.0 0.233
H 4.062207 -1.069949 -6.659760 0.0 0.0 0.0 0.386
H 3.461747 0.070990 -4.618573 0.0 0.0 0.0 0.312
H 4.069336 -1.520986 -4.237937 0.0 0.0 0.0 0.405
H 2.147838 -0.972015 -2.838553 0.0 0.0 0.0 0.204
H 1.816864 -2.376883 -3.822758 0.0 0.0 0.0 0.421
H -0.141619 -0.968124 -3.742069 0.0 0.0 0.0 0.262
H 0.452879 -0.985313 -5.387132 0.0 0.0 0.0 0.350
H 0.930107 1.254995 -3.346070 0.0 0.0 0.0 0.045
H -0.213195 1.305174 -4.689861 0.0 0.0 0.0 0.375
H 1.515325 1.273428 -5.015873 0.0 0.0 0.0 0.386
C 4.039652 4.112392 3.812015 0.1 0.1 -0.1 -1.177
C 3.366855 4.726291 2.587709 -0.1 0.0 0.1 -0.553
C 2.115475 3.972547 2.140938 0.0 0.0 -0.1 -0.848
C 2.353962 2.526838 1.703396 0.0 -0.1 0.1 0.814
C 3.354426 2.345154 0.563501 -0.1 0.0 -0.1 -0.592
C 2.919380 3.014161 -0.737423 0.1 0.0 0.0 -1.096
H 4.391339 3.098669 3.614419 0.0 0.0 0.0 0.276
H 4.904297 4.706192 4.111773 0.0 0.0 0.0 0.384
H 3.349706 4.075957 4.657593 0.0 0.0 0.0 0.293
H 4.086071 4.789761 1.766603 0.0 0.0 0.0 0.257
H 3.082617 5.755103 2.823843 0.0 0.0 0.0 0.386
H 1.642272 4.527049 1.325190 0.0 0.0 0.0 0.374
H 1.389998 3.970197 2.960923 0.0 0.0 0.0 0.465
H 1.393630 2.096093 1.398320 0.0 0.0 0.0 -1.002
H 2.688735 1.938340 2.562676 0.0 0.0 0.0 0.419
H 3.476499 1.273794 0.380093 0.0 0.0 0.0 0.403
H 4.338929 2.718680 0.857827 0.0 0.0 0.0 0.320
H 1.953874 2.625678 -1.070839 0.0 0.0 0.0 0.147
H 3.646786 2.824221 -1.528127 0.0 0.0 0.0 0.398
H 2.831643 4.095993 -0.626101 0.0 0.0 0.0 0.299
```
Positions in Å, forces in eV/Å.


7 unconnected molecules or ions with the total composition C2H18O6. Source: OMol25; level of theory: wB97M-V/def2-TZVPD.

Highest occupied orbital energy in eV: -10.9
Lowest unoccupied orbital energy in eV: 0.170
SMILES string: CC.O.O.O.O.O.O
2S+1: 1
Relative energy (zero: lowest compared OMol25 entry of this formula, charge and spin) in kJ/mol: 64.57

XYZ file:
```
26
Properties=species:S:1:pos:R:3:forces:R:3:mulliken_charge:R:1
C -0.362189 -0.041020 -2.827155 -0.6 -1.2 0.3 -0.852
C 0.997154 0.552221 -2.447875 -1.6 1.7 0.0 -0.394
H -1.138003 0.680781 -3.093685 0.4 0.2 -0.3 0.321
H -0.853987 -0.601765 -1.994054 0.8 0.2 -0.5 0.195
H -0.233755 -0.769302 -3.629838 -0.3 0.1 -0.1 0.281
H 0.828719 0.866570 -1.402366 1.2 -0.4 -0.2 -0.158
H 1.848399 -0.053559 -2.725820 0.1 -0.4 0.7 0.313
H 1.131928 1.503928 -2.992028 0.0 -0.3 0.1 0.304
H 2.990764 -0.372570 1.305107 0.0 0.2 0.2 0.327
H 2.503885 -1.494282 0.473944 -0.1 -0.3 -0.2 0.307
O 2.874708 -1.329341 1.343242 0.1 -0.1 0.0 -0.636
H -4.030280 0.100851 1.450217 0.3 0.5 -0.6 0.322
H -4.311161 0.440999 -0.020455 0.2 0.1 0.1 0.308
O -3.737206 0.682017 0.717804 -0.3 -0.5 0.5 -0.619
H -0.847829 2.655722 2.026793 -0.2 0.0 0.0 0.243
H -1.572658 1.618771 1.094882 -0.2 0.1 0.2 0.290
O -0.732280 1.854263 1.511376 0.0 -0.2 -0.2 -0.599
H -0.243832 0.277931 2.626655 -0.4 -0.1 0.3 0.413
H 0.576229 -0.830629 3.253526 -0.2 -0.1 0.1 0.358
O -0.320398 -0.464001 3.245425 0.5 0.0 -0.3 -0.655
H 1.019895 1.063262 1.463080 0.8 -0.1 0.2 0.310
H 1.546240 1.872974 0.431498 0.6 0.4 -0.5 0.266
O 1.902951 1.290217 1.104944 -1.0 0.0 0.2 -0.643
H 0.512231 -3.826626 -0.486893 0.0 0.1 0.7 0.300
H -0.278806 -2.600460 0.185641 0.3 -0.3 0.6 0.320
O -0.070710 -3.076952 -0.613972 -0.3 0.2 -1.2 -0.621
```
Positions in Å, forces in eV/Å.


5 unconnected molecules or ions with the total composition C4H21N3O4. Source: OMol25; level of theory: wB97M-V/def2-TZVPD.

Highest occupied orbital energy in eV: -15.2
Lowest unoccupied orbital energy in eV: -6.166
2S+1: 1
Relative energy (zero: lowest compared OMol25 entry of this formula, charge and spin) in kJ/mol: 241.60
Total charge: +2

XYZ file:
```
32
Properties=species:S:1:pos:R:3:forces:R:3:mulliken_charge:R:1
C 2.208393 -0.811323 1.242004 3.4 0.2 2.2 -0.604
C 1.971778 0.512589 0.484136 1.0 -2.7 -1.6 -1.050
C 0.652834 1.108044 0.539765 -1.7 1.0 1.5 0.032
C 0.313934 1.968907 1.565617 0.8 -0.5 -1.3 -0.055
N -0.729076 2.814970 1.603062 0.4 -1.6 -1.8 -0.321
N -0.170367 0.830002 -0.708109 1.6 4.8 1.7 0.133
N 1.500857 -2.049464 0.889976 -4.5 1.7 -2.8 -0.166
H 3.253689 -1.186048 0.962024 -0.8 1.3 1.2 0.406
H 2.075202 -0.605135 2.390053 0.4 -0.8 -2.2 0.312
H 2.720334 1.201608 0.802572 0.7 0.3 0.6 0.503
H 2.322091 0.241408 -0.550052 -0.6 0.7 0.4 0.343
H 1.075720 2.014855 2.403767 -1.2 0.1 -1.0 0.357
H -0.887011 3.313367 2.406048 -0.5 1.4 2.1 0.216
H -1.388029 2.925120 0.834039 0.3 -0.1 0.3 0.117
H -0.130895 -0.132495 -0.802545 -0.5 -2.7 -1.3 0.103
H 0.413981 1.386271 -1.377704 -1.2 -1.0 -0.2 0.421
H -1.142622 1.199662 -0.660690 0.3 -0.1 -0.2 0.375
H 1.741391 -2.382160 -0.114948 -0.3 0.3 2.1 0.351
H 1.505215 -2.737100 1.630750 0.4 -0.6 -0.1 0.394
H 0.447734 -1.721353 0.810039 1.9 -1.4 0.0 0.200
H -3.364643 2.487584 -0.877518 -0.6 0.2 -0.7 0.309
H -2.250518 2.675513 -2.005723 -0.4 0.7 -2.7 0.266
O -2.445370 2.531322 -1.121844 1.0 -0.9 3.4 -0.633
H 1.321299 -1.111949 -3.143404 0.3 -2.8 0.3 0.323
H 1.338182 -2.869998 -2.822035 0.3 2.0 -1.0 0.338
O 1.365816 -1.916758 -2.534112 -0.1 0.5 0.4 -0.672
H -3.463316 -2.114985 1.091700 -1.3 -3.4 1.1 0.284
H -3.947453 -0.721361 0.879273 -3.6 2.2 0.3 0.269
O -3.244014 -1.274126 0.853120 5.0 1.2 -1.5 -0.538
H -0.415134 -2.059927 -2.000770 0.3 0.1 0.3 0.277
H -1.765878 -1.760871 -1.461523 -3.0 0.0 -0.2 0.288
O -0.884123 -1.756170 -1.206968 2.4 -0.2 0.4 -0.578
```
Positions in Å, forces in eV/Å.


A single CH3N2PS molecule. Source: OMol25; level of theory: wB97M-V/def2-TZVPD.

Highest occupied orbital energy in eV: -10.1
Lowest unoccupied orbital energy in eV: 0.328
SMILES string: N#CP(N)S
2S+1: 1
Relative energy (zero: lowest compared OMol25 entry of this formula, charge and spin) in kJ/mol: 65.87

XYZ file:
```
8
Properties=species:S:1:pos:R:3:forces:R:3:mulliken_charge:R:1
C -0.576403 -0.529214 -1.363096 0.9 0.8 0.1 0.199
N -1.302663 -0.387655 -2.254217 0.4 -0.4 0.7 -0.362
N -0.522697 -0.235442 1.266968 -2.7 0.2 0.2 -0.575
P 0.687951 -0.396903 0.074007 -2.0 0.1 -0.9 0.226
S 1.403633 1.585634 -0.355966 -2.8 0.2 0.2 -0.196
H -0.663950 -1.037266 1.849871 1.2 -0.7 0.6 0.273
H -1.583837 -0.084167 1.120652 2.5 0.7 -0.8 0.294
H 2.557966 1.085014 -0.338219 2.6 -0.8 0.0 0.140
```
Positions in Å, forces in eV/Å.


A molecular structure, C4H7NO5. Source: OMol25; level of theory: wB97M-V/def2-TZVPD.

Highest occupied orbital energy in eV: -9.1
Lowest unoccupied orbital energy in eV: -0.242
2S+1: 1
Relative energy (zero: lowest compared OMol25 entry of this formula, charge and spin) in kJ/mol: 700.32

XYZ file:
```
17
Properties=species:S:1:pos:R:3:forces:R:3:mulliken_charge:R:1
N -2.366619 0.033978 0.967719 -1.2 -1.8 -0.9 -0.502
C -1.282454 0.772879 0.433727 1.9 4.2 4.0 0.239
O -1.002748 1.824835 1.027836 -0.6 -2.1 -2.3 -0.491
C -0.406947 0.001834 -0.597708 -3.2 6.4 -4.0 0.616
O -1.436118 -0.671576 -1.148059 -2.2 -6.8 2.5 -0.691
C 1.038548 0.462806 -0.104315 4.4 -1.2 -0.8 0.467
O 1.530663 1.567996 -0.143304 -2.7 -1.3 0.0 -0.466
C 1.989660 -0.668108 0.216451 -0.5 -1.1 0.3 -0.309
O 3.157587 -0.219074 0.829299 0.2 0.3 0.1 -0.492
H -3.280381 0.468481 0.903972 0.3 -0.1 0.7 0.255
H -2.142351 -0.600348 1.727863 -0.3 0.6 0.2 0.283
H 1.462748 -1.403193 0.851602 0.0 0.0 0.0 0.241
H 2.206416 -1.193848 -0.731842 -0.3 0.2 0.1 0.317
H 3.843110 -0.884273 0.727518 0.0 0.0 0.0 0.328
H -2.212078 -1.005226 -0.248448 2.7 1.9 -2.5 0.517
O -0.144310 0.657584 -2.116129 2.0 0.9 2.1 -0.617
H -0.954719 0.855249 -2.596185 -0.5 -0.2 0.7 0.303
```
Positions in Å, forces in eV/Å.


A molecular structure, C6H10InO3. Source: OMol25; level of theory: wB97M-V/def2-TZVPD.

Highest occupied orbital energy (alpha / beta) in eV: -17.6 / -17.5
Lowest unoccupied orbital energy (alpha / beta) in eV: -9.142 / -12.889
2S+1: 2
Relative energy (zero: lowest compared OMol25 entry of this formula, charge and spin) in kJ/mol: 0.00
Total charge: +2

XYZ file:
```
20
Properties=species:S:1:pos:R:3:forces:R:3:mulliken_charge:R:1
O -0.833345 2.372244 -0.772331 -0.3 1.5 0.0 -0.512
In 0.633898 3.881245 -1.275816 0.2 2.0 -1.2 0.994
O 1.295046 2.217304 -0.197756 1.5 0.5 0.9 -0.468
C 0.116417 1.876119 -0.154502 -1.4 -4.9 0.1 1.056
O -0.183567 0.600940 0.417506 -1.1 3.0 -0.6 0.006
C 0.935986 -0.343203 0.691770 1.0 -1.2 0.2 -0.654
H 0.568310 -0.908335 1.552510 0.2 0.2 -0.1 0.331
H 1.770891 0.307550 0.956985 -0.2 -0.2 0.1 0.469
C 1.219288 -1.194991 -0.497269 -0.1 0.0 -0.2 0.203
C 2.365166 -1.116072 -1.173234 -0.2 0.2 -0.1 -0.813
H 0.462015 -1.932047 -0.777936 0.3 0.1 0.2 0.318
H 2.566113 -1.777644 -2.016850 0.0 0.2 0.3 0.298
H 3.122475 -0.368317 -0.927520 -0.1 -0.3 0.0 0.255
C -1.613526 0.111591 0.048695 -0.8 -1.6 0.1 -0.135
C -2.045281 -0.897816 1.078633 0.2 -0.1 0.1 -1.254
H -2.312142 0.948589 0.024600 0.7 0.2 0.2 0.388
H -1.497929 -0.321129 -0.951004 0.1 0.2 0.2 0.370
H -2.020969 -0.475773 2.090552 -0.1 -0.1 -0.2 0.354
H -3.085938 -1.154603 0.841848 0.2 0.1 0.1 0.428
H -1.462904 -1.825656 1.041124 -0.2 0.2 0.0 0.368
```
Positions in Å, forces in eV/Å.